No. 1
# C4H9NO2

A single C4H9NO2 molecule at a distorted geometry (wB97M-V/def2-TZVPD, the OMol25 dataset).

Calculated values
- Kohn-Sham gap (eV) = 8.93
- lowest unoccupied orbital energy (eV) = -0.10
- energy above the lowest of the compared OMol25 structures with the same formula, charge and spin (kcal per mole) = 88.33

Structure (ORCA input):
```
! wB97M-V def2-TZVPD RIJCOSX def2/J DEFGRID3
* xyz 0 1
C 0.14 0.34 -0.87
C -0.90 -0.19 0.11
C 1.54 -0.26 -0.76
C -0.63 0.00 1.59
O -0.95 -1.66 -0.15
N 0.22 1.91 -0.86
O 0.00 2.44 0.22
H -1.35 -1.80 -1.02
H -0.22 0.15 -1.89
H -1.89 0.19 -0.13
H 1.77 -0.62 0.25
H 2.32 0.47 -1.03
H 1.63 -1.12 -1.43
H -1.14 0.89 1.97
H -0.98 -0.86 2.17
H 0.43 0.12 1.83
*
```


No. 2
# C18H12IrN5O3SSe

A molecular structure, C18H12IrN5O3SSe at a distorted geometry (wB97M-V/def2-TZVPD, the OMol25 dataset).

Calculated values
- Kohn-Sham gap (alpha / beta) (eV) = 6.75 / 6.20
- lowest unoccupied orbital energy (alpha / beta) (eV) = 2.42 / 1.93
- energy above the lowest of the compared OMol25 structures with the same formula, charge and spin (kcal per mole) = 0.00

Structure (ORCA input):
```
! wB97M-V def2-TZVPD RIJCOSX def2/J DEFGRID3
* xyz -1 2
Ir 0.25 -0.13 0.25
O -3.68 -0.19 1.42
C -2.46 -0.17 1.26
N -1.74 -0.12 0.15
C -2.19 -0.13 -1.19
C -3.53 -0.12 -1.56
C -3.88 -0.13 -2.90
C -2.90 -0.15 -3.88
C -1.56 -0.15 -3.53
C -1.19 -0.14 -2.19
N 0.15 -0.14 -1.74
C 1.26 -0.22 -2.46
O 1.41 -0.28 -3.68
C 2.48 -0.22 -1.56
C 3.75 -0.25 -2.12
C 4.85 -0.24 -1.29
C 4.66 -0.20 0.08
C 3.37 -0.17 0.57
N 2.30 -0.19 -0.23
C -1.55 -0.19 2.48
C -2.11 -0.21 3.75
C -1.28 -0.23 4.85
C 0.10 -0.22 4.65
C 0.58 -0.20 3.36
N -0.22 -0.19 2.30
H -4.28 -0.11 -0.78
H -4.93 -0.13 -3.18
H -3.18 -0.16 -4.93
H -0.78 -0.17 -4.28
H 3.81 -0.28 -3.20
H 5.85 -0.26 -1.70
H 5.49 -0.18 0.78
H 3.17 -0.14 1.63
H -3.19 -0.22 3.82
H -1.69 -0.24 5.86
H 0.79 -0.23 5.48
H 1.64 -0.19 3.16
O 0.13 4.43 0.12
S -0.38 3.09 -0.17
N 0.41 1.93 0.31
Se 0.27 -2.57 0.24
*
```


No. 3
# C2Cl4OS

A single C2Cl4OS molecule at a distorted geometry (wB97M-V/def2-TZVPD, the OMol25 dataset).

Calculated values
- Kohn-Sham gap (eV) = 9.02
- lowest unoccupied orbital energy (eV) = -1.12
- energy above the lowest of the compared OMol25 structures with the same formula, charge and spin (kcal per mole) = 12.81

Structure (ORCA input):
```
! wB97M-V def2-TZVPD RIJCOSX def2/J DEFGRID3
* xyz 0 1
C -0.26 -0.36 0.07
C -1.38 0.33 -0.17
O 1.94 -0.29 1.50
S 1.39 0.52 0.46
Cl 2.73 0.21 -1.22
Cl -0.15 -2.05 -0.03
Cl -1.40 2.04 -0.03
Cl -2.88 -0.40 -0.58
*
```